(1)
The following is a quantum chemistry calculation of an isolated ion of composition C5H12N2 and charge +1, from OMol25.

Structure (XYZ):
```
19
C5H12N2 wB97M-V/def2-TZVPD
C -0.09031 -1.92824 0.21014
C 0.60810 -0.69811 0.84731
C 0.24750 0.53039 0.03060
C -0.39782 1.66191 0.32793
N -0.56605 2.58839 -0.71085
C -1.22600 3.76876 -0.69479
N 0.85338 -3.10681 0.00668
H -0.53454 -1.77235 -0.78257
H -0.88416 -2.29103 0.85047
H 1.69040 -0.76845 0.61740
H 0.46581 -0.70491 1.92424
H 0.44097 0.30858 -1.00874
H -0.61596 2.05575 1.31413
H -0.13910 2.32914 -1.58899
H -1.50754 4.26143 -1.61482
H -1.60566 4.08308 0.29323
H 0.33814 -3.97025 -0.16935
H 1.36666 -3.32537 0.87567
H 1.55618 -3.02189 -0.72768
```

## Properties
charge	+1
relative energy (zero: lowest compared OMol25 entry of this formula, charge and spin)	46.0	kcal per mole
2S+1	2



(2)
The following is a quantum chemistry calculation of a 3-piece molecular cluster, C5H16O2 overall, from OMol25.

Structure (XYZ):
```
23
C5H16O2 wB97M-V/def2-TZVPD
C 0.92518 -0.43948 -2.98533
C -0.09729 -0.01639 -1.93476
C 0.22070 -0.42374 -0.50044
C -0.93743 -1.08865 0.20868
C -0.48973 -1.78423 1.47416
H 1.51092 0.17027 -3.66347
H 0.56048 -1.33516 -3.61087
H 1.73763 -0.89932 -2.39422
H -0.99967 -0.54627 -2.31451
H -0.33337 1.08735 -2.02441
H 1.22636 -0.86655 -0.51716
H 0.75680 0.35325 0.14160
H -1.67307 -0.28265 0.37516
H -1.40394 -1.74832 -0.52233
H -0.70314 -1.05946 2.36208
H -1.00118 -2.76133 1.56266
H 0.59032 -1.97562 1.50419
O 5.42061 4.28200 1.77431
H 4.61677 3.87324 2.10263
H 5.22549 4.82011 1.00146
O -5.23750 -0.96925 1.40771
H -5.13799 -1.84080 1.80523
H -4.33633 -0.78069 1.11975
```

## Properties
charge	0
SMILES string	CCCCC.O.O
relative energy (zero: lowest compared OMol25 entry of this formula, charge and spin)	41.3	kcal per mole
2S+1	1



(3)
The following is a quantum chemistry calculation of a 2-piece molecular cluster, C6H13ClNP overall, from OMol25.

Structure (XYZ):
```
22
C6H13ClNP wB97M-V/def2-TZVPD
C 0.13648 1.14968 0.43030
C 0.41493 1.86246 1.71550
C 2.38926 -1.42222 0.87339
C -2.92299 -1.04811 -1.22849
C -0.62561 0.02628 0.25058
C 1.50722 -1.89640 -0.02396
N 0.86344 1.67682 -0.64535
P -1.01804 -0.65228 -1.38698
Cl 1.95074 -1.56719 -1.64804
H 0.06891 2.97327 1.60079
H 1.49611 1.97564 2.00889
H 0.16329 1.35710 2.59981
H 1.69404 2.15180 -0.62694
H 3.33058 -1.19770 0.43826
H 2.20753 -1.38442 1.90365
H -3.25952 -1.78824 -0.40739
H -3.32328 -1.46267 -2.25922
H -3.45171 -0.06206 -1.10344
H -1.40716 -0.30974 0.93986
H 0.60405 -2.27975 0.17079
H 0.50461 1.39390 -1.51836
H -1.32287 0.50383 -2.08364
```

## Properties
E	-1092.46383	Eh
charge	0
2S+1	3



(4)
The following is a quantum chemistry calculation of an isolated molecule of CH3N3S, from OMol25.

Structure (XYZ):
```
8
CH3N3S wB97M-V/def2-TZVPD
C -0.14213 0.54883 -0.13243
N -0.88720 1.68900 0.28729
N -2.74281 0.86248 -0.19282
N -0.83568 -0.69174 0.21770
S -2.52141 -0.56397 -0.00161
H 0.00524 0.52071 -1.18434
H 0.54354 0.67784 0.70142
H -0.41656 -1.54204 -0.05836
```

## Properties
charge	0
relative energy (zero: lowest compared OMol25 entry of this formula, charge and spin)	106.0	kcal per mole
2S+1	1



(5)
The following is a quantum chemistry calculation of an isolated molecule of C4H5N, from OMol25.

Structure (XYZ):
```
10
C4H5N wB97M-V/def2-TZVPD
C 0.66206 0.44588 -0.88929
C 0.89862 0.61560 0.45062
C -0.08471 -0.00299 1.19443
N -0.94659 -0.58005 0.23352
C -0.38081 -0.38325 -1.04999
H 1.38038 0.69225 -1.49364
H 1.82902 0.89643 0.93049
H -0.31436 0.23693 2.27633
H -2.01697 -0.93155 0.30419
H -0.82294 -0.88513 -1.88659
```

## Properties
charge	0
SMILES string	c1cc[nH]c1
relative energy (zero: lowest compared OMol25 entry of this formula, charge and spin)	28.4	kcal per mole
2S+1	1



(6)
The following is a quantum chemistry calculation of a 25-piece molecular cluster, C8H61N2O25 overall, from OMol25.

Structure (XYZ):
```
96
C8H61N2O25 wB97M-V/def2-TZVPD
N -1.98498 -0.89833 -4.78756
C -1.29834 0.19642 -3.98154
C -2.47283 1.13714 -3.42419
O -3.63567 0.40243 -2.92564
C -2.02135 2.20176 -2.30392
C -1.00871 1.56090 -1.25207
C 0.46707 2.07802 -1.05349
C 1.34776 1.32656 -0.01835
C 0.71267 0.12126 0.74928
N -0.66735 -0.30239 0.53084
C -1.55003 0.34482 -0.41810
H -1.81417 -0.66402 -5.77572
H -1.45199 -1.76874 -4.59155
H -0.64064 0.84432 -4.65801
H -0.69693 -0.34729 -3.17928
H -2.86260 1.74599 -4.34108
H -4.42188 0.92400 -3.19698
H -1.64856 3.17031 -2.79563
H -2.97871 2.49738 -1.72034
H 0.79975 2.96279 -1.69242
H 2.44609 1.67224 0.12991
H 1.29316 -0.47590 1.53373
H -1.06523 -1.09702 1.07838
H -2.61947 -0.03262 -0.56027
O 2.53657 3.30337 -3.24423
H 3.14956 3.82035 -3.78627
H 3.04354 2.51443 -3.00627
O 3.45596 6.38105 -2.58684
H 4.32977 6.17135 -2.23113
H 3.00380 5.52964 -2.61096
O -4.18370 2.23607 1.02078
H -4.36966 1.79092 1.86032
H -3.44554 1.73814 0.65070
O 1.13230 -2.90607 2.52974
H 1.01998 -2.46492 3.38806
H 0.86586 -2.23936 1.88786
O 0.70684 -0.00021 3.95561
H 0.59636 0.43684 4.80992
H 0.43714 0.66949 3.31452
O 3.71002 -4.24892 3.41934
H 2.91933 -3.83647 3.04493
H 4.31056 -3.50907 3.57169
O 1.49909 -0.47200 -2.66615
H 1.60906 -1.43331 -2.71467
H 1.19105 -0.31664 -1.76522
O -2.20513 -2.89502 0.99595
H -1.77501 -3.75367 0.88783
H -3.02284 -3.09936 1.46963
O 3.60952 3.49004 0.36871
H 3.47576 4.13075 1.08024
H 2.89446 3.68017 -0.25346
O 0.08370 -3.21935 4.94923
H 0.33228 -4.06722 4.55431
H 0.02831 -3.40936 5.89525
O -1.78819 2.62361 -6.01624
H -2.19531 2.71790 -6.88722
H -0.94156 3.07994 -6.10395
O -4.40119 0.19455 3.36231
H -3.97237 -0.66437 3.25335
H -5.21789 -0.01075 3.83610
O 1.36924 -4.97257 6.96640
H 1.98346 -4.45733 6.42660
H 1.87321 -5.76049 7.20516
O 5.72663 5.50216 -4.79900
H 5.18581 6.29979 -4.72764
H 6.54145 5.72943 -4.33369
O 2.07536 -2.93375 -4.12173
H 1.58161 -3.32286 -4.85478
H 2.99933 -3.01391 -4.39357
O -1.44325 -3.08887 8.08851
H -1.00974 -3.94660 7.98527
H -2.25929 -3.29570 8.56221
O -4.70475 -1.05668 1.03963
H -4.27859 -1.00872 0.17406
H -4.49269 -0.20670 1.45452
O 2.21689 7.13006 0.03802
H 2.64535 7.18528 -0.82869
H 2.41745 7.97767 0.45371
O -3.90064 -4.10101 6.82174
H -4.35635 -4.48476 6.06246
H -3.30081 -3.45101 6.43218
O 3.30942 -5.19874 -2.02183
H 3.19818 -4.76006 -1.16951
H 3.03958 -4.53170 -2.66621
O -1.17779 5.73393 -2.32533
H -1.35234 5.30049 -1.48006
H -0.43597 5.23876 -2.69451
O -0.41317 -6.04098 3.03411
H 0.20085 -5.52563 2.49419
H 0.09098 -6.82935 3.27281
O -4.62406 -2.56355 -1.73750
H -4.00877 -2.04807 -2.27779
H -4.12389 -3.35605 -1.50553
O 4.83286 1.08999 -0.89608
H 4.29719 1.88983 -0.82799
H 5.64773 1.31511 -0.42993
```

## Properties
E	-2331.52546	Eh
charge	+1
2S+1	1



(7)
The following is a quantum chemistry calculation of an isolated molecule of C4H6O2, from OMol25.

Structure (XYZ):
```
12
C4H6O2 wB97M-V/def2-TZVPD
C 1.83977 0.51510 0.84823
O 1.72362 -0.57071 0.10198
C 0.59152 -0.80492 -0.50705
C -0.63789 -0.30048 0.09572
C -1.77323 0.35400 -0.57027
O -1.81068 -1.02661 -0.24036
H 2.69455 0.53064 1.50653
H 1.38348 1.41553 0.46264
H 0.60434 -1.60737 -1.23169
H -0.46498 -0.06762 1.16442
H -1.69967 0.57474 -1.63394
H -2.45083 0.98769 0.00380
```

## Properties
charge	0
relative energy (zero: lowest compared OMol25 entry of this formula, charge and spin)	120.7	kcal per mole
2S+1	1



(8)
The following is a quantum chemistry calculation of C3H5P3 as an isolated structure, from OMol25.

Structure (XYZ):
```
11
C3H5P3 wB97M-V/def2-TZVPD
C 0.86514 -1.18265 0.59880
C 1.15303 1.46416 0.12579
C -1.89652 -0.08645 -0.48124
P 2.30498 -1.22914 -0.20873
P 2.50545 0.86096 -0.63804
P -0.00099 0.30776 1.03401
H 0.45675 -2.18355 1.00329
H 0.94596 2.53251 0.21485
H -2.65379 0.55710 0.01228
H -2.05246 -1.07426 -0.15586
H -1.62754 0.03356 -1.50516
```

## Properties
charge	0
relative energy (zero: lowest compared OMol25 entry of this formula, charge and spin)	34.6	kcal per mole
2S+1	1



Results for F_max: 0.04087 0.06306 0.13855 0.06263 0.10642 0.09338 0.02093 0.07040 (in Eh/bohr, following the order of the records).